{"formula": "C21H28N4O2", "method": "ωB97M-V/def2-TZVPD", "symbols": ["O", "C", "O", "C", "C", "C", "C", "C", "C", "C", "C", "C", "C", "N", "C", "C", "C", "C", "N", "C", "C", "C", "C", "C", "C", "N", "N", "H", "H", "H", "H", "H", "H", "H", "H", "H", "H", "H", "H", "H", "H", "H", "H", "H", "H", "H", "H", "H", "H", "H", "H", "H", "H", "H", "H"], "xyz": [[-1.30, -1.90, -1.28], [-2.15, -1.88, -0.41], [-1.89, -1.68, 0.87], [-3.61, -2.15, -0.69], [-4.57, -1.15, -0.04], [-4.60, 0.22, -0.73], [-3.27, 0.97, -0.73], [-2.79, 1.34, 0.67], [-1.29, 1.64, 0.71], [-0.77, 1.70, 2.15], [0.75, 1.68, 2.22], [1.33, 0.34, 1.90], [2.66, -0.03, 1.89], [2.66, -1.33, 1.52], [3.78, -2.15, 1.14], [4.36, -1.64, -0.21], [3.23, -1.18, -1.07], [2.24, -1.96, -1.62], [1.27, -1.18, -2.16], [1.56, 0.13, -1.92], [0.85, 1.28, -2.22], [1.40, 2.49, -1.85], [2.64, 2.55, -1.21], [3.35, 1.42, -0.91], [2.82, 0.18, -1.26], [1.42, -1.73, 1.32], [0.62, -0.75, 1.54], [-0.94, -1.43, 1.05], [-3.83, -3.15, -0.30], [-3.75, -2.17, -1.77], [-4.31, -1.04, 1.01], [-5.58, -1.57, -0.09], [-5.35, 0.84, -0.23], [-4.92, 0.09, -1.76], [-2.51, 0.35, -1.21], [-3.37, 1.87, -1.33], [-2.98, 0.51, 1.35], [-3.35, 2.20, 1.04], [-1.08, 2.58, 0.20], [-0.76, 0.86, 0.18], [-1.14, 2.61, 2.64], [-1.16, 0.84, 2.70], [1.09, 1.96, 3.22], [1.17, 2.40, 1.51], [3.56, 0.52, 2.11], [3.38, -3.16, 1.02], [4.54, -2.13, 1.93], [4.91, -2.46, -0.67], [5.04, -0.81, -0.03], [2.18, -3.03, -1.66], [0.35, -1.53, -2.41], [-0.11, 1.22, -2.72], [0.87, 3.40, -2.06], [3.04, 3.52, -0.94], [4.32, 1.48, -0.42]], "total_energy_ha": -1186.5623, "gap_ev": 8.366}